Entry 1:
{"formula": "C7H9ClNO3", "method": "ωB97M-V/def2-TZVPD", "charge": -1, "homo_lumo_gap_ev": 8.29, "de_lowest_kj_mol": 0.0, "smiles": "C/C=[N+](/[O-])[C@@H](C)/C(=C/Cl)C(=O)[O-]", "symbols": ["O", "H", "H", "C", "H", "O", "C", "C", "N", "H", "C", "H", "C", "H", "O", "C", "H", "H", "C", "Cl", "H"], "positions_angstrom": [[-2.14755, 1.11199, -1.05915], [-0.40168, 0.68407, 2.67425], [-0.47880, -1.36268, -0.15357], [-1.67102, 0.63826, 1.04964], [-2.58152, 1.16356, 1.07543], [2.81723, -0.37591, 1.50112], [1.88143, -0.79091, 0.85248], [1.10671, 0.15544, -0.21313], [-1.34505, 0.53275, -0.20466], [0.42115, 0.02260, -2.74348], [1.70400, 1.18089, -0.83973], [-0.37223, -0.88266, 1.85745], [-1.04220, -0.05511, 2.19994], [-1.78444, -0.46341, 2.98320], [1.32037, -1.87958, 0.95629], [-0.28593, -0.36968, -0.64051], [0.03178, -1.59302, -2.42956], [1.23348, 1.64352, -1.72502], [-0.34444, -0.62551, -2.17241], [3.32478, 1.65610, -0.48796], [-1.38607, -0.39072, -2.48061]], "nbo_charge": [-0.62, 0.24, 0.27, 0.05, 0.20, -0.72, 0.76, -0.14, 0.10, 0.20, -0.24, 0.28, -0.71, 0.21, -0.78, -0.13, 0.21, 0.20, -0.62, 0.00, 0.25]}

Entry 2:
{"formula": "H16O8", "method": "ωB97M-V/def2-TZVPD", "charge": 0, "homo_lumo_gap_ev": 9.16, "de_lowest_kj_mol": 485.0, "smiles": "O.O.O.O.O.O.O.O", "symbols": ["O", "O", "O", "H", "H", "H", "H", "H", "O", "H", "H", "H", "O", "O", "H", "H", "H", "H", "H", "O", "H", "H", "O", "H"], "positions_angstrom": [[4.55252, 0.84891, 0.31066], [2.33662, -3.16685, -1.08331], [-2.68040, -1.54098, 0.21727], [5.40996, 0.86835, -0.12912], [4.63767, 1.49668, 1.01927], [-2.41726, -0.99602, 0.96745], [2.74298, -2.32262, -1.30945], [0.64302, -1.80033, 3.43173], [-3.15338, 2.79397, 0.76645], [0.63137, -0.94754, -0.59770], [-2.82528, -1.62597, -1.90273], [-2.72351, 2.77123, -0.09593], [-0.18721, -0.44603, -0.68371], [-3.17043, -0.81514, -1.51232], [0.78506, 3.69334, -1.39477], [-2.72185, -0.11249, -1.99611], [-0.24422, -1.29488, 2.30596], [-3.21457, 1.86677, 1.02249], [-1.91177, -2.09831, 0.05122], [-0.20446, -1.37225, 3.26586], [1.98227, 4.11880, -0.56068], [1.48414, -3.14457, -1.53249], [1.02041, 4.06214, -0.53595], [-0.77170, -0.83622, -0.02409]], "nbo_charge": [-0.94, -0.93, -0.89, 0.47, 0.47, 0.46, 0.47, 0.47, -0.93, 0.47, 0.46, 0.47, -0.93, -0.91, 0.47, 0.46, 0.45, 0.46, 0.44, -0.93, 0.47, 0.47, -0.93, 0.45]}

Entry 3:
{"formula": "C41H41F5KN3Se", "method": "ωB97M-V/def2-TZVPD", "charge": -2, "homo_lumo_gap_ev": 5.87, "de_lowest_kj_mol": 52.5, "symbols": ["C", "C", "C", "Se", "C", "C", "H", "C", "H", "C", "H", "H", "H", "H", "F", "C", "H", "H", "C", "C", "C", "H", "F", "C", "C", "F", "C", "H", "N", "C", "C", "H", "H", "H", "C", "H", "C", "F", "C", "C", "H", "H", "C", "C", "H", "H", "C", "H", "C", "C", "C", "C", "H", "H", "C", "F", "C", "N", "H", "C", "C", "H", "H", "C", "C", "C", "C", "C", "H", "H", "H", "N", "H", "C", "H", "H", "K", "H", "H", "C", "C", "C", "H", "C", "H", "H", "H", "H", "H", "H", "H", "H"], "positions_angstrom": [[-0.13738, -2.34801, -2.97822], [5.90290, -4.71644, 2.98568], [1.12789, -1.57932, 4.20918], [3.83146, -1.87240, 0.69346], [-0.23986, 2.94351, 5.07797], [5.56800, -3.62701, 2.20421], [3.09016, -3.62390, -3.04185], [0.38134, 0.66035, 4.70520], [-2.14510, -1.53106, -6.89421], [1.39852, -3.03678, -4.91832], [1.57737, -0.33271, -3.90642], [-2.84599, 4.93606, -3.01219], [1.65558, -2.49267, 4.45887], [-3.14117, 3.61873, 2.76032], [5.25811, -6.68538, 4.12638], [-2.96495, 3.72535, 1.69852], [-1.32299, 3.32352, -4.14012], [0.39387, -0.33663, -5.40924], [-2.95926, -0.21005, -4.70123], [-1.31735, -1.71465, -3.51208], [2.08711, -3.48682, -2.62247], [-0.55721, 0.88130, -4.57460], [2.04000, -4.20504, 1.82535], [0.54394, -1.43322, 2.93582], [-1.63827, -0.99269, -4.83214], [2.69744, -6.28762, 3.32917], [-0.84662, 1.91754, 2.92274], [-3.04141, -5.20557, -1.50135], [-0.10014, -0.35526, 2.55693], [-2.05160, 2.85968, 1.08265], [3.33027, -4.31407, 2.17831], [0.77369, 1.74620, 6.54405], [3.09785, -1.24352, -3.77201], [1.47953, -0.60077, 6.07115], [1.03428, -0.53839, 5.08308], [-3.03287, -1.55417, 0.77717], [3.64591, -5.40952, 2.96040], [7.17257, -4.91227, 3.38236], [0.33275, 1.79547, 5.55606], [-0.52006, -2.94575, -1.74468], [-2.50062, -4.44385, 1.44956], [-4.27349, -4.91546, -0.24378], [-3.65154, -4.43794, -1.01590], [-2.35670, 4.14344, -2.45438], [-3.11214, 0.40910, -5.59542], [-3.40582, -1.67883, -2.71673], [-0.18819, 0.70513, 3.41143], [-4.01028, 5.68645, -0.90902], [-1.85241, -2.02455, -5.95569], [-0.60890, 0.05485, -5.29127], [-0.94896, 2.22876, -2.31066], [-0.81505, 3.01760, 3.79591], [-2.64605, -2.71962, -5.66321], [0.13410, -3.52734, -1.10531], [-2.60577, 4.03435, -1.06461], [6.58015, -2.80985, 1.88280], [1.30911, -2.47798, -3.48639], [-1.31718, 1.88774, 1.65555], [0.97241, -2.38902, -5.67789], [2.07791, -1.14586, -3.37536], [-2.74354, -3.35529, -0.41267], [0.63678, -2.23564, 2.20756], [2.44903, -3.20705, -5.18334], [-2.37158, -1.98154, -2.59384], [-3.66383, 4.71145, 0.97695], [-1.87193, -4.00875, 0.66345], [4.94089, -5.62135, 3.36883], [-1.89135, -2.73428, -1.50848], [-0.92063, 0.47302, -6.25809], [-4.30470, -2.75844, 0.99667], [-0.24818, 3.83274, 5.70210], [-1.14168, 2.10089, -1.02086], [-0.94964, -2.61135, -6.14035], [-1.52137, 3.26379, -3.07721], [-2.94374, 0.44226, -3.82504], [-1.22066, 3.95820, 3.45853], [-0.63280, -0.41980, -0.14391], [0.87301, -3.99688, -4.97004], [-1.20327, -3.28054, 1.13708], [4.26727, -3.36264, 1.75787], [-3.63872, -2.29932, 0.25628], [-3.48775, 4.90226, -0.37062], [-4.36021, 5.34953, 1.51124], [-1.93157, 3.00014, -0.37048], [1.58160, -4.45837, -2.60763], [-1.24982, -4.80412, 0.24062], [-0.32146, 1.47274, -2.78340], [2.16619, -0.86441, -2.32269], [-4.25026, -1.77794, -0.48613], [-4.30828, -4.00269, -1.77562], [-3.81871, -0.87902, -4.61169], [2.21733, -3.14027, -1.59454]], "lowdin_charge": [-0.15, -0.17, -0.05, 0.49, -0.13, -0.28, 0.08, -0.18, 0.07, -0.07, 0.05, 0.10, 0.10, 0.09, 0.08, -0.06, 0.10, 0.05, -0.08, -0.15, -0.09, 0.05, 0.05, -0.16, -0.52, 0.09, -0.23, 0.08, 0.05, -0.24, -0.27, 0.09, 0.08, 0.11, -0.03, 0.06, -0.17, 0.08, -0.10, -0.12, 0.08, 0.07, -0.07, -0.04, 0.07, 0.09, -0.15, 0.09, -0.06, -0.06, -0.15, -0.05, 0.08, 0.09, -0.18, 0.04, -0.53, 0.06, 0.04, -0.05, -0.57, 0.08, 0.07, -0.08, -0.12, -0.06, -0.17, -0.32, 0.08, 0.08, 0.09, 0.05, 0.05, -0.07, 0.08, 0.08, 0.74, 0.09, 0.07, -0.62, -0.06, -0.10, 0.09, -0.14, 0.08, 0.09, 0.09, 0.07, 0.08, 0.07, 0.07, 0.03]}

Entry 4:
{"formula": "C3H5O2S", "method": "ωB97M-V/def2-TZVPD", "charge": 0, "multiplicity": 2, "s_squared": 0.755, "homo_lumo_gap_ev": [10.34, 6.27], "de_lowest_kj_mol": 29.8, "symbols": ["H", "C", "C", "O", "H", "H", "O", "H", "C", "H", "S"], "positions_angstrom": [[0.42473, -1.39202, 0.45790], [0.71854, 1.00084, 1.00703], [0.01904, 0.60532, -0.35403], [1.86026, 1.49529, 0.69257], [0.63357, 1.11259, -1.08829], [-0.99830, 0.97677, -0.39300], [0.21010, 0.80887, 2.08047], [0.72643, -1.17711, -1.30926], [0.09080, -0.92333, -0.46090], [-2.10287, -0.86400, 0.16119], [-1.58230, -1.64321, -0.79367]], "nbo_charge": [0.23, 0.72, -0.47, -0.21, 0.23, 0.25, -0.57, 0.23, -0.51, 0.12, -0.03]}

Entry 5:
{"formula": "C19H20FN5S", "method": "ωB97M-V/def2-TZVPD", "charge": 0, "homo_lumo_gap_ev": 9.03, "smiles": "Fc1ccc([C@@H](c2nnnn2Cc2ccccc2)N2CCSCC2)cc1", "symbols": ["C", "C", "C", "S", "C", "H", "C", "C", "N", "H", "C", "H", "H", "H", "N", "C", "C", "H", "H", "C", "C", "F", "C", "H", "H", "H", "C", "N", "H", "N", "H", "H", "H", "C", "H", "C", "H", "N", "H", "H", "H", "C", "C", "H", "C", "C"], "positions_angstrom": [[-1.80964, 1.60265, -0.99872], [-3.43422, -2.40087, 1.44864], [-0.64910, -0.06718, 0.37335], [-2.89782, 3.91720, 0.00832], [6.64446, -0.22193, 0.26929], [-3.69873, -2.81016, -1.90188], [-1.86754, 3.10037, -1.24602], [-1.88042, 1.76594, 1.39500], [1.74476, -0.42695, -0.32605], [-2.32436, 3.31332, -2.21001], [6.03255, -1.42374, 0.58024], [2.14434, -1.23682, 1.54194], [-1.77693, -1.24964, -1.84049], [-2.90321, 1.35229, 1.39291], [-1.11200, 1.31947, 0.24621], [-3.31745, -2.44014, -0.96366], [0.42558, -0.31168, -0.62809], [-0.95565, 3.72013, 1.38582], [-1.99312, -1.17644, 2.42679], [4.52695, 0.89206, 0.41781], [-3.89839, -2.84433, 0.22412], [-4.94068, -3.69912, 0.19078], [-2.25002, -1.56138, -0.92254], [-3.90418, -2.73920, 2.35844], [-0.87148, 3.54180, -1.20410], [3.93864, 1.79597, 0.35036], [-1.76581, -1.09435, 0.29415], [0.31197, -0.43671, -1.93212], [6.36274, 1.87484, -0.05788], [1.53549, -0.62959, -2.40510], [-2.47043, 3.62693, 2.32120], [2.07879, 0.54583, 1.46765], [6.61712, -2.32932, 0.64245], [2.41958, -0.35684, 0.94905], [4.19269, -2.40966, 1.04546], [4.66872, -1.46914, 0.80838], [-1.37441, 1.42965, 2.30565], [2.39158, -0.62900, -1.47513], [-2.83553, 1.19858, -0.98904], [7.70835, -0.18753, 0.08885], [-1.25725, 1.13399, -1.81591], [3.90905, -0.31096, 0.73153], [-2.36470, -1.52469, 1.47342], [-0.19217, -0.13923, 1.36913], [-1.95496, 3.28508, 1.42583], [5.88969, 0.93585, 0.18730]], "nbo_charge": [-0.26, -0.30, -0.10, 0.18, -0.21, 0.23, -0.52, -0.23, -0.19, 0.23, -0.20, 0.22, 0.25, 0.19, -0.44, -0.26, 0.35, 0.21, 0.20, -0.23, 0.40, -0.32, -0.20, 0.23, 0.22, 0.21, -0.09, -0.33, 0.21, -0.06, 0.23, 0.22, 0.22, -0.25, 0.21, -0.22, 0.19, -0.06, 0.18, 0.22, 0.24, 0.06, -0.13, 0.22, -0.53, -0.19]}

Entry 6:
{"formula": "C5H8N2O4", "method": "ωB97M-V/def2-TZVPD", "charge": 0, "homo_lumo_gap_ev": [6.41, 8.19], "de_lowest_kj_mol": 677.6, "symbols": ["C", "O", "H", "C", "H", "N", "H", "H", "H", "C", "O", "C", "N", "O", "O", "H", "H", "C", "H"], "positions_angstrom": [[-1.85486, -0.11068, 0.49366], [-2.18588, 1.12441, -1.37123], [1.50650, 0.88183, 2.26291], [0.66488, 0.90816, 0.61361], [1.37185, -0.07098, -2.17348], [-2.48415, 0.89983, -0.21590], [-2.32165, -0.37403, 1.46515], [0.14873, 1.57755, -0.08352], [0.53691, -2.19762, -0.25694], [-1.27799, -1.34096, -0.02617], [0.90820, 1.48977, 1.78115], [1.91743, -0.03967, -1.25480], [0.13791, -1.36687, 0.01242], [-1.82831, -2.38560, -0.21029], [-3.34549, 1.48801, 0.47190], [2.87804, -0.53425, -1.37790], [2.23381, 1.04295, -1.16273], [1.12450, -0.34817, 0.09005], [1.86958, -0.64367, 0.94211]], "nbo_charge": [-0.27, -0.43, 0.49, 0.34, 0.24, 0.47, 0.24, 0.21, 0.39, 0.64, -0.58, -0.62, -0.61, -0.55, -0.43, 0.23, 0.21, -0.14, 0.18]}

Entry 7:
{"formula": "C23H28N4O5OsS", "method": "ωB97M-V/def2-TZVPD", "charge": 1, "multiplicity": 2, "s_squared": 0.755, "homo_lumo_gap_ev": [7.86, 7.69], "de_lowest_kj_mol": 238.3, "symbols": ["C", "O", "H", "H", "H", "H", "H", "C", "H", "C", "C", "C", "H", "C", "H", "C", "H", "C", "C", "O", "H", "H", "H", "H", "H", "C", "C", "C", "C", "H", "H", "C", "N", "H", "H", "Os", "H", "H", "H", "H", "C", "C", "O", "H", "N", "C", "H", "O", "C", "C", "N", "N", "C", "C", "H", "O", "S", "H", "H", "C", "C", "H"], "positions_angstrom": [[-1.85163, -0.52098, -6.80159], [0.00384, -2.17048, -1.06178], [4.18914, -5.55738, 0.85020], [-3.73267, 0.71925, -1.76118], [4.96082, -2.49457, 3.99772], [-3.23687, 1.06727, -6.28355], [0.09282, 4.74214, 0.73957], [-2.97712, 0.99291, -1.02124], [1.37808, -4.57155, -2.51663], [-1.39574, 3.94439, 2.05250], [4.54585, -3.48646, 4.18509], [-0.82789, -1.42332, -6.11495], [-2.27675, 1.70038, -1.47959], [-0.13405, 2.62201, 0.51517], [-0.99287, 1.90750, -5.69648], [1.91914, -3.19033, -0.10334], [0.37826, -3.27418, -3.19496], [3.57929, -4.66585, 0.88382], [-1.67840, 5.32404, 2.60466], [-1.24042, 6.29952, 2.03422], [-3.11189, -0.20712, -5.07623], [0.61994, 2.50102, -0.25071], [-2.60541, 6.30357, 4.11562], [-2.59344, -1.12674, -7.32142], [-2.73306, 4.58458, 4.23652], [-0.01608, -1.27438, 1.53216], [0.19009, -0.59591, -5.34589], [-1.51478, 1.21861, -5.02527], [-0.42194, 3.85028, 1.06656], [2.69442, -4.98993, -1.00233], [2.92976, -2.00371, 2.91604], [-0.16332, 0.43142, -3.18789], [-0.77047, 1.50008, 0.88825], [0.79143, 0.01133, -6.02958], [5.20587, -4.03682, 4.84703], [-0.48685, -0.30029, -0.08435], [3.55761, -3.40182, 4.63978], [-3.48308, 1.49616, -0.19218], [-1.35063, 0.08643, -7.56245], [-0.30216, -2.04174, -6.84363], [2.73869, -4.33309, -0.14628], [2.88835, -2.68129, 2.07783], [1.34750, -1.18107, 1.14193], [-1.96974, 1.79855, -4.22424], [-0.51088, 0.31853, -4.42868], [-2.04151, 2.78061, 2.44301], [-2.82311, 2.76945, 3.18978], [-2.34332, -0.20174, -0.61573], [-1.70868, 1.58310, 1.84106], [0.99232, -2.89650, -1.20095], [-2.42128, 5.39197, 3.73144], [0.13585, 0.54848, -2.07011], [1.22943, -3.49455, -2.55640], [-2.53794, 0.39225, -5.78830], [2.14055, -3.05896, -2.97383], [4.48502, -4.24579, 2.97971], [-0.61514, -2.26113, 2.65180], [-2.18770, 0.65211, 2.11564], [-1.33782, -2.09728, -5.42043], [3.65412, -3.84502, 2.01445], [2.03673, -2.38556, 1.03779], [0.86712, -1.21336, -4.75844]], "nbo_charge": [-0.40, -0.60, 0.24, 0.19, 0.19, 0.23, 0.27, -0.26, 0.25, -0.06, -0.26, -0.41, 0.16, 0.05, 0.20, -0.31, 0.24, -0.27, 0.64, -0.58, 0.21, 0.23, 0.42, 0.23, 0.40, -0.05, -0.20, -0.20, -0.19, 0.22, 0.25, 0.62, -0.41, 0.20, 0.22, 1.16, 0.19, 0.17, 0.20, 0.23, -0.11, -0.36, -0.58, 0.22, -0.45, -0.22, 0.23, -0.66, 0.05, 0.64, -0.80, -0.56, -0.71, -0.41, 0.25, -0.46, 0.00, 0.24, 0.21, 0.38, 0.46, 0.22]}

Entry 8:
{"formula": "C2H11NO4", "method": "ωB97M-V/def2-TZVPD", "charge": 0, "homo_lumo_gap_ev": 10.36, "de_lowest_kj_mol": 65.4, "smiles": "CC(N)=O.O.O.O", "symbols": ["O", "H", "H", "H", "H", "C", "O", "H", "O", "C", "H", "N", "H", "H", "O", "H", "H", "H"], "positions_angstrom": [[-1.12578, 3.05732, -0.76047], [-3.06954, 1.27999, -0.63248], [-1.23095, 2.15912, -1.10452], [-0.88492, -2.02911, 0.40900], [-3.35917, 0.68341, -2.00230], [0.54664, -0.71389, 0.84923], [3.39809, -3.33041, -0.82986], [0.04115, 0.95489, 2.22130], [-2.69551, 0.69610, -1.30337], [0.73594, 0.66371, 1.44762], [3.11515, -2.42716, -0.60698], [-0.69515, -1.23845, 0.99593], [-0.23716, 3.31606, -1.05283], [-1.33135, -0.66082, 1.50560], [1.37244, -1.22459, 0.12015], [3.03918, -3.36991, -1.72536], [0.62034, 1.38959, 0.64673], [1.76061, 0.79414, 1.82261]], "nbo_charge": [-0.96, 0.48, 0.49, 0.41, 0.48, 0.68, -0.94, 0.21, -0.95, -0.72, 0.49, -0.82, 0.47, 0.40, -0.65, 0.46, 0.24, 0.24]}

| no. | E_tot (eV) |
| --- | --- |
| 1 | -27558.5875 |
| 2 | -16636.9841 |
| 3 | -142914.1146 |
| 4 | -18120.0268 |
| 5 | -41029.8143 |
| 6 | -16478.1507 |
| 7 | -53798.6062 |
| 8 | -11933.0795 |